The following is a quantum chemistry calculation of the molecule C9H16N2O6, from the OMol25 dataset.

The calculation puts the HOMO energy at -0.364 hartree.

Geometry as ORCA input:
```
! wB97M-V def2-TZVPD RIJCOSX def2/J DEFGRID3
* xyz 0 1
H 0.46848 2.72756 -0.10797
C -2.98655 0.29863 -0.18151
H 1.33907 -1.83656 -1.18991
O 3.25434 -2.12708 0.57683
H 2.15722 0.27585 -2.28486
H 3.34058 -0.82928 -1.74939
H 3.75102 1.52126 -1.29264
O 1.08558 2.37614 -0.74642
C 2.12081 -1.37736 0.77027
C 2.52130 -0.19144 -1.39243
O -3.96192 0.97001 0.58210
C 3.10728 0.99824 -0.57402
H -2.64169 1.04492 -0.90673
O -0.84612 -2.23487 -0.09682
C 1.51147 -0.92985 -0.55408
H -4.27314 0.39059 1.29153
N -1.26624 1.01186 1.40774
C -1.86529 -0.15817 0.73582
H -2.75315 -1.20039 -1.61461
H -0.58902 0.83216 2.17960
N 0.29709 -0.27830 -0.34396
C -0.78231 -1.00698 0.05851
H 3.77151 0.61918 0.23124
H 0.27337 0.61804 0.22251
C 2.08210 1.96220 0.02760
H -4.45099 -0.56974 -1.58020
O 2.12967 2.29217 1.16652
O 1.73909 -1.13052 1.90738
H 3.56140 -2.29808 1.46832
C -3.60979 -0.82324 -1.01454
H -2.01558 1.49565 1.87009
H -4.11423 -1.62268 -0.36797
H -2.35535 -0.81995 1.50201
*
```

The following is a quantum chemistry calculation of a cluster of 2 separate species, C9H16N3 in total, from the OMol25 dataset.

The calculation puts the HOMO energy at -0.434 hartree.

Geometry as ORCA input:
```
! wB97M-V def2-TZVPD RIJCOSX def2/J DEFGRID3
* xyz 1 1
C 1.45718 -1.50866 -0.21582
C 2.23027 -0.69768 1.90616
H -3.07965 2.09936 -0.69076
C 0.92338 -0.50677 2.33027
N -0.23166 0.90953 -3.25718
C 2.49660 -1.23516 0.64719
H -2.98062 0.14658 -1.86736
H -1.83736 2.43072 0.55633
H 0.74866 0.94411 -3.00446
H 3.03721 -0.26774 2.48324
H -2.16082 -0.81489 -2.98000
H 3.50187 -1.27965 0.25646
H -0.16776 -0.73493 4.19418
C 0.14012 -1.26242 0.17834
H 1.59870 -1.83038 -1.24295
H -0.51322 2.53602 -1.28293
H -0.39363 0.22328 -3.97872
H 1.45276 -0.22732 4.40272
C -2.13924 1.78052 -0.24326
H -2.27038 0.81574 0.23379
H 0.27702 0.93910 3.87103
C -1.12287 0.83885 -2.23664
C 0.59433 -0.09476 3.73494
C -0.12783 -0.76523 1.44368
H -0.68771 -1.69391 -0.36925
N -1.07655 1.69972 -1.25505
H -1.12109 -0.57851 1.81065
N -2.10793 -0.04554 -2.33551
*
```

The following is a quantum chemistry calculation of the ion C9H16N3 with charge +1, from the OMol25 dataset.

The calculation puts the HOMO energy at -0.445 hartree.

Geometry as ORCA input:
```
! wB97M-V def2-TZVPD RIJCOSX def2/J DEFGRID3
* xyz 1 1
H -2.45242 -0.71146 0.21991
C 1.91684 -2.27072 0.54210
C -2.28005 0.37791 0.14666
C 1.07797 1.56987 -0.08683
H 2.94098 -0.35391 -1.62019
H -0.59307 2.77200 0.21529
H -4.02516 0.46202 -1.12207
N 1.46841 0.32909 -0.34509
C 3.18181 -1.42656 0.16318
N -0.97333 0.61835 0.11799
H -3.12962 0.15437 2.24395
H 3.86474 -2.03365 -0.49695
H 1.92373 -3.30498 0.40822
C -0.32296 1.74496 0.04988
H -3.83125 1.45597 1.00591
C -3.06901 0.90380 -1.10025
H 3.61104 0.62088 -0.33449
N 0.84756 -1.92363 -0.44140
C 0.60150 -0.65624 -0.67410
H -2.58013 0.44930 -2.08728
H 1.57055 -1.97083 1.52597
H 0.42004 -2.74775 -0.68898
H -3.15325 2.08580 -1.14685
C 2.79616 -0.06917 -0.49487
C -2.95311 0.95715 1.44811
H 1.76722 2.40183 -0.25276
H -2.40492 1.79125 1.78150
H 3.77974 -1.22562 1.02345
*
```

The following is a quantum chemistry calculation of a cluster of 2 separate species, C9H16NO in total, from the OMol25 dataset.

The calculation puts the HOMO energy (alpha / beta) at -0.121 / -0.320 hartree.

Geometry as ORCA input:
```
! wB97M-V def2-TZVPD RIJCOSX def2/J DEFGRID3
* xyz 0 2
C -0.94910 -1.70676 1.20823
H 2.43365 0.71263 -2.96947
C -1.92222 -1.47011 0.24307
C -2.97803 -0.04904 -1.49211
C -1.19863 0.84742 0.09066
O 1.10343 -0.88672 2.21606
H 1.21312 1.61615 -0.37094
H 1.46142 2.21202 -2.89436
C 2.19014 1.47147 -0.91715
H -1.39570 1.86528 -0.23733
H -3.06807 -0.90750 -2.17808
C -0.33091 0.63456 1.13622
H 2.84342 2.33538 -0.71619
H -0.67895 -2.74814 1.41851
H 3.61010 0.05548 -1.09689
N 2.84917 0.20051 -0.41041
H 2.08513 -0.51732 -0.34989
C -2.04067 -0.20174 -0.30917
H -2.55082 -2.29371 0.00693
H 0.19583 1.37065 1.70679
H 3.12881 0.48992 0.63932
H 1.00571 -1.55429 2.91259
H -2.72960 0.88474 -2.02965
C -0.10850 -0.66821 1.58576
C 1.76985 1.32421 -2.36490
H 0.85558 0.68417 -2.36366
H -4.01315 0.15469 -1.16232
*
```

The following F_max values (in Eh/bohr) correspond, in order, to the records above: 0.0623 0.0310 0.1180 0.0595.
The following energy above the lowest of the compared OMol25 structures with the same formula, charge and spin values (in eV) correspond, in order, to the records above: 1.0079 0.8529 6.0592 0.5288.